Entry from OMol25: a structure of composition C39H86AsBF10N11O3 (ωB97M-V with the def2-TZVPD basis set).

Each line ends with the Mulliken charge.
Cartesian coordinates (Å):
1 As 0.678 -0.223 0.371  2.37
2 F 1.459 -1.234 1.550  -0.52
3 F -0.411 0.528 1.527  -0.52
4 F -0.131 0.700 -0.858  -0.54
5 F 1.822 -0.762 -0.791  -0.60
6 F -0.363 -1.589 0.169  -0.46
7 F 1.836 1.036 0.732  -0.54
8 C -2.722 -1.418 4.473  -1.23
9 C -2.729 0.097 4.343  -0.25
10 N -3.878 0.643 3.611  0.37
11 C -4.081 0.330 2.301  -0.54
12 C -5.179 1.008 1.883  -1.01
13 N -5.649 1.693 2.982  0.14
14 C -4.867 1.427 4.016  0.08
15 C -6.845 2.563 3.019  -0.80
16 H -3.601 -1.797 4.997  0.37
17 H -1.883 -1.738 5.094  0.45
18 H -2.555 -1.934 3.523  0.21
19 H -1.821 0.412 3.833  -0.09
20 H -2.768 0.437 5.377  0.52
21 H -3.471 -0.326 1.706  0.85
22 H -5.572 1.128 0.890  0.50
23 H -4.986 1.904 4.976  0.43
24 H -6.869 3.013 4.011  0.31
25 H -7.728 1.927 3.012  0.36
26 H -6.811 3.306 2.235  0.33
27 C -0.194 -2.901 -3.091  -0.97
28 C 1.250 -2.702 -3.562  -0.02
29 N 1.283 -1.589 -4.531  0.31
30 C 1.170 -0.259 -4.193  -0.42
31 C 1.013 0.420 -5.380  -0.96
32 N 1.209 -0.509 -6.376  0.13
33 C 1.240 -1.721 -5.842  -0.02
34 C 1.381 -0.247 -7.808  -0.84
35 H -0.218 -3.568 -2.231  0.27
36 H -0.727 -3.475 -3.859  0.49
37 H -0.774 -1.994 -2.936  0.29
38 H 1.561 -3.593 -4.102  0.48
39 H 1.943 -2.486 -2.751  -0.31
40 H 1.113 -0.042 -3.133  0.61
41 H 1.024 1.467 -5.625  0.57
42 H 1.314 -2.653 -6.378  0.44
43 H 1.311 0.837 -7.923  0.28
44 H 0.593 -0.714 -8.389  0.36
45 H 2.383 -0.486 -8.153  0.38
46 C 4.328 0.227 2.914  -0.56
47 C 5.452 -0.046 1.913  -0.52
48 N 5.459 1.012 0.864  0.27
49 C 6.206 2.165 0.844  -0.45
50 C 5.920 2.783 -0.321  -0.65
51 N 5.039 1.980 -1.002  0.40
52 C 4.769 0.919 -0.261  -0.43
53 C 4.527 2.237 -2.352  -0.77
54 H 3.438 -0.379 2.768  -0.12
55 H 4.047 1.284 2.898  0.25
56 H 4.692 0.138 3.942  0.38
57 H 5.361 -0.974 1.352  0.25
58 H 6.415 0.062 2.404  0.36
59 H 6.784 2.469 1.699  0.51
60 H 6.361 3.697 -0.684  0.53
61 H 4.110 0.129 -0.581  0.67
62 H 3.638 1.631 -2.502  0.18
63 H 5.292 1.932 -3.063  0.33
64 H 4.326 3.301 -2.424  0.34
65 C -2.774 -5.834 -0.234  -1.38
66 C -2.681 -4.432 0.306  -0.14
67 N -3.915 -4.070 1.058  0.30
68 C -4.599 -2.900 0.894  -0.51
69 C -5.532 -2.836 1.881  -0.65
70 N -5.457 -4.028 2.557  0.13
71 C -4.510 -4.787 2.006  -0.14
72 C -6.350 -4.483 3.621  -0.82
73 H -1.863 -6.207 -0.697  0.41
74 H -3.512 -5.869 -1.044  0.40
75 H -3.124 -6.578 0.480  0.40
76 H -2.556 -3.680 -0.466  0.21
77 H -1.893 -4.335 1.053  0.23
78 H -4.429 -2.292 0.023  0.59
79 H -6.306 -2.128 2.113  0.56
80 H -4.205 -5.742 2.398  0.38
81 H -6.797 -3.633 4.129  0.33
82 H -5.821 -5.150 4.293  0.33
83 H -7.208 -5.027 3.218  0.38
84 C 0.950 5.879 2.194  -0.84
85 N 0.328 4.535 1.850  0.22
86 C 1.351 3.470 2.033  -1.03
87 C -0.769 4.283 2.841  -0.94
88 C -0.256 4.481 0.471  -0.54
89 C 0.674 4.635 -0.730  -0.51
90 O 1.708 5.569 -0.457  -0.51
91 H 1.102 5.886 3.270  0.39
92 H 0.345 6.668 1.769  0.33
93 H 1.957 5.867 1.794  0.41
94 H 1.963 3.670 2.914  0.43
95 H 1.970 3.556 1.145  0.48
96 H 1.000 2.453 2.174  0.07
97 H -1.590 4.960 2.620  0.42
98 H -0.374 4.467 3.837  0.41
99 H -1.038 3.229 2.805  0.33
100 H -1.026 5.256 0.501  0.56
101 H -0.801 3.537 0.398  0.30
102 H 0.033 5.081 -1.498  0.31
103 H 1.088 3.664 -1.007  0.35
104 H 2.276 5.626 -1.233  0.32
105 C -3.946 5.994 -4.981  -0.70
106 N -3.353 4.697 -5.527  -0.02
107 C -4.315 4.118 -6.524  -0.89
108 C -2.060 5.004 -6.183  -0.97
109 C -3.164 3.811 -4.312  -0.97
110 C -2.582 2.426 -4.564  -0.06
111 O -3.591 1.676 -5.229  -0.54
112 H -3.134 6.682 -4.777  0.38
113 H -4.528 5.737 -4.104  0.35
114 H -4.653 6.402 -5.698  0.31
115 H -5.153 3.633 -6.038  0.40
116 H -3.820 3.404 -7.173  0.34
117 H -4.653 4.937 -7.156  0.42
118 H -2.210 5.835 -6.872  0.44
119 H -1.632 4.151 -6.693  0.36
120 H -1.384 5.384 -5.416  0.40
121 H -4.114 3.715 -3.793  0.40
122 H -2.490 4.349 -3.642  0.63
123 H -2.319 1.940 -3.622  0.34
124 H -1.702 2.536 -5.204  0.09
125 H -3.180 0.952 -5.712  0.32
126 C 2.075 -3.732 3.686  -0.83
127 N 3.348 -4.420 4.070  0.23
128 C 3.996 -3.601 5.128  -0.83
129 C 2.981 -5.790 4.612  -0.88
130 C 4.217 -4.545 2.833  -0.10
131 C 5.712 -4.671 3.080  -0.75
132 O 5.911 -5.642 4.117  -0.52
133 H 1.704 -4.237 2.798  0.48
134 H 2.315 -2.710 3.399  0.01
135 H 1.421 -3.698 4.552  0.47
136 H 3.406 -3.667 6.042  0.40
137 H 4.016 -2.556 4.828  0.26
138 H 4.992 -3.977 5.338  0.39
139 H 3.902 -6.324 4.809  0.33
140 H 2.353 -6.245 3.854  0.38
141 H 2.438 -5.608 5.536  0.39
142 H 4.033 -3.655 2.232  0.16
143 H 3.856 -5.431 2.315  0.25
144 H 6.196 -3.720 3.291  0.29
145 H 6.082 -5.121 2.158  0.54
146 H 6.738 -6.105 3.948  0.37
147 B 4.814 -2.836 -1.163  0.13
148 F 5.327 -1.522 -1.152  -0.30
149 F 5.070 -3.444 0.081  -0.24
150 F 3.406 -2.789 -1.406  -0.48
151 F 5.396 -3.577 -2.177  -0.32

Calculated values
HOMO level = -18.540 eV
largest force on an atom = 1.61 eV/A
energy above the lowest of the compared OMol25 structures with the same formula, charge and spin = 0.0 kJ/mol
lowest unoccupied orbital energy = -9.64 eV
net charge = +5
Kohn-Sham gap = 0.327 Eh
2S+1 = 1

=====

Entry from OMol25: an isolated molecule of C3H6N2O3 (ωB97M-V with the def2-TZVPD basis set).

Each line ends with the Mulliken charge.
Cartesian coordinates (Å):
1 C 1.114 -1.266 -0.490  -1.39
2 N -0.566 0.364 0.859  0.23
3 C 0.223 0.224 -0.728  0.66
4 C -0.076 -0.562 1.557  0.61
5 N -1.168 1.594 1.104  -0.68
6 O -0.893 -0.116 -1.486  -0.49
7 O 0.918 1.200 -0.985  -0.65
8 O 0.010 -1.310 2.437  -0.33
9 H -0.993 0.603 -2.133  0.33
10 H -0.508 2.332 0.865  0.29
11 H -2.127 1.628 0.774  0.26
12 H 0.548 -2.199 -0.490  0.41
13 H 1.958 -1.290 0.198  0.41
14 H 1.560 -1.204 -1.483  0.36

Calculated values
HOMO level = -9.184 eV
largest force on an atom = 4.72 eV/A
energy above the lowest of the compared OMol25 structures with the same formula, charge and spin = 481.7 kJ/mol
lowest unoccupied orbital energy = -0.55 eV
Kohn-Sham gap = 0.317 Eh
2S+1 = 1

=====

Entry from OMol25: a structure of composition C27H24AsCl2F6N4O3SW (ωB97M-V with the def2-TZVPD basis set).

Each line ends with the Mulliken charge.
Cartesian coordinates (Å):
1 W 0.591 -0.782 -0.608  -0.44
2 O 0.379 -3.781 2.053  -0.42
3 C 0.084 -3.230 1.045  -0.23
4 N 1.105 -2.495 0.255  1.17
5 C 2.356 -3.036 0.124  1.25
6 C 2.809 -4.278 0.598  -1.08
7 C 4.078 -4.646 0.244  -0.76
8 C 4.899 -3.808 -0.589  -0.74
9 C 4.479 -2.565 -1.028  -1.01
10 C 3.207 -2.159 -0.642  0.96
11 N 2.572 -0.944 -0.867  1.30
12 C 3.419 0.233 -1.096  0.16
13 O 4.603 0.173 -1.160  -0.46
14 C 2.599 1.450 -1.188  0.42
15 C 3.108 2.672 -1.562  -0.70
16 C 2.215 3.738 -1.678  -0.74
17 C 0.870 3.522 -1.398  -0.74
18 C 0.437 2.265 -1.013  -0.06
19 N 1.302 1.234 -0.909  0.49
20 C -1.221 -3.120 0.379  0.87
21 C -2.246 -4.011 0.605  -0.79
22 C -3.384 -3.910 -0.199  -0.58
23 C -3.432 -2.912 -1.154  -1.12
24 C -2.366 -2.022 -1.293  -0.43
25 N -1.264 -2.136 -0.543  0.24
26 H 2.195 -4.919 1.211  0.62
27 H 4.479 -5.593 0.581  0.51
28 H 5.878 -4.168 -0.876  0.51
29 H 5.120 -1.956 -1.641  0.62
30 H 4.167 2.772 -1.766  0.66
31 H 2.565 4.715 -1.986  0.53
32 H 0.148 4.323 -1.477  0.59
33 H -0.601 2.078 -0.765  0.30
34 H -2.140 -4.770 1.369  0.63
35 H -4.206 -4.603 -0.077  0.53
36 H -4.287 -2.800 -1.806  0.53
37 H -2.423 -1.199 -1.985  0.80
38 Cl 2.343 -0.526 2.353  0.05
39 C 2.706 1.027 3.197  -0.59
40 Cl 1.797 2.375 2.518  -0.07
41 H 3.768 1.210 3.070  0.44
42 H 2.435 0.882 4.238  0.45
43 C -4.485 5.409 0.759  -1.45
44 C -3.754 4.125 0.942  0.78
45 C -3.935 3.057 0.043  -1.09
46 C -3.320 1.848 0.255  -0.38
47 C -2.458 1.698 1.367  0.61
48 C -2.251 2.762 2.273  -0.13
49 C -2.903 3.951 2.048  -1.06
50 S -1.884 0.126 1.624  0.38
51 C -1.177 0.050 3.248  -1.00
52 O -0.422 -0.038 0.741  0.35
53 H -4.893 5.512 -0.244  0.40
54 H -3.845 6.261 0.990  0.42
55 H -5.321 5.442 1.468  0.35
56 H -4.606 3.179 -0.796  0.47
57 H -3.519 1.015 -0.408  0.47
58 H -1.626 2.664 3.147  0.44
59 H -2.773 4.764 2.751  0.50
60 H -0.467 0.860 3.393  0.15
61 H -0.706 -0.927 3.342  0.38
62 H -2.022 0.113 3.939  0.58
63 F -0.613 -0.028 -2.009  -0.81
64 As 0.225 -0.916 -3.960  1.80
65 F -1.199 -1.793 -3.825  -0.39
66 F 1.040 -1.917 -4.996  -0.27
67 F -0.458 0.331 -4.820  -0.32
68 F 1.562 0.045 -3.466  -0.34
69 F 0.669 -1.894 -2.342  -0.52

Calculated values
HOMO level (alpha / beta) = -20.172 / -20.172 eV
expectation value of S² = 0.7739
largest force on an atom = 1.95 eV/A
energy above the lowest of the compared OMol25 structures with the same formula, charge and spin = 0.0 kJ/mol
lowest unoccupied orbital energy (alpha / beta) = -14.45 / -14.60 eV
net charge = +4
Kohn-Sham gap (alpha / beta) = 0.210 / 0.205 Eh
2S+1 = 2

=====

Entry from OMol25: a structure of composition C17H15F4N3O3RuS (ωB97M-V with the def2-TZVPD basis set).

Each line ends with the Mulliken charge.
Cartesian coordinates (Å):
1 Ru 0.110 0.332 0.234  1.06
2 C -1.994 2.399 0.774  -0.96
3 N -1.086 2.101 -0.330  0.44
4 C -1.848 2.084 -1.700  -1.07
5 C -0.056 3.145 -0.457  -1.01
6 C 1.318 2.611 -0.911  -0.55
7 N 1.656 1.430 -0.124  -0.26
8 C 2.783 1.283 0.560  0.14
9 C 3.691 0.292 0.217  0.62
10 F 3.355 -0.720 -0.646  -0.22
11 C 4.956 0.253 0.831  0.42
12 F 5.761 -0.805 0.536  -0.25
13 C 5.401 1.276 1.689  -0.77
14 C 4.398 2.089 2.190  0.33
15 F 4.501 2.515 3.426  -0.21
16 C 3.191 2.197 1.549  0.15
17 F 2.269 2.993 2.169  -0.28
18 H -1.326 2.634 1.668  0.33
19 H -2.722 1.617 1.019  0.31
20 H -2.540 3.350 0.542  0.40
21 H -2.101 3.122 -2.043  0.41
22 H -2.928 1.660 -1.576  0.28
23 H -1.243 1.524 -2.423  0.31
24 H 0.053 3.547 0.566  0.57
25 H -0.391 3.980 -1.078  0.28
26 H 2.121 3.338 -0.675  0.41
27 H 1.285 2.338 -1.974  0.40
28 H 6.414 1.415 1.981  0.49
29 O 0.906 -2.815 -1.173  -0.52
30 C -0.206 -2.505 -0.742  0.28
31 N -0.666 -1.262 -0.231  -0.44
32 S -2.266 -1.253 0.216  1.19
33 O -2.965 -0.219 -0.504  -0.54
34 O -2.519 -1.332 1.631  -0.56
35 C -2.546 -2.792 -0.387  0.63
36 C -3.739 -3.405 -0.176  -0.38
37 C -3.672 -4.810 -0.274  -0.61
38 C -2.478 -5.470 -0.585  -0.45
39 C -1.299 -4.754 -0.893  -0.51
40 C -1.389 -3.379 -0.775  0.15
41 H -4.643 -2.788 -0.166  0.53
42 H -4.539 -5.458 -0.064  0.42
43 H -2.517 -6.522 -0.523  0.49
44 H -0.488 -5.238 -1.366  0.57

Calculated values
HOMO level (alpha / beta) = -14.599 / -14.620 eV
expectation value of S² = 6.0601
largest force on an atom = 6.23 eV/A
lowest unoccupied orbital energy (alpha / beta) = -8.60 / -11.86 eV
net charge = +2
Kohn-Sham gap (alpha / beta) = 0.221 / 0.101 Eh
2S+1 = 5

=====

What did the fourth record say?
Entry from OMol25: a structure of composition C17H15F4N3O3RuS (ωB97M-V with the def2-TZVPD basis set).

Each line ends with the Mulliken charge.
Cartesian coordinates (Å):
1 Ru 0.110 0.332 0.234  1.06
2 C -1.994 2.399 0.774  -0.96
3 N -1.086 2.101 -0.330  0.44
4 C -1.848 2.084 -1.700  -1.07
5 C -0.056 3.145 -0.457  -1.01
6 C 1.318 2.611 -0.911  -0.55
7 N 1.656 1.430 -0.124  -0.26
8 C 2.783 1.283 0.560  0.14
9 C 3.691 0.292 0.217  0.62
10 F 3.355 -0.720 -0.646  -0.22
11 C 4.956 0.253 0.831  0.42
12 F 5.761 -0.805 0.536  -0.25
13 C 5.401 1.276 1.689  -0.77
14 C 4.398 2.089 2.190  0.33
15 F 4.501 2.515 3.426  -0.21
16 C 3.191 2.197 1.549  0.15
17 F 2.269 2.993 2.169  -0.28
18 H -1.326 2.634 1.668  0.33
19 H -2.722 1.617 1.019  0.31
20 H -2.540 3.350 0.542  0.40
21 H -2.101 3.122 -2.043  0.41
22 H -2.928 1.660 -1.576  0.28
23 H -1.243 1.524 -2.423  0.31
24 H 0.053 3.547 0.566  0.57
25 H -0.391 3.980 -1.078  0.28
26 H 2.121 3.338 -0.675  0.41
27 H 1.285 2.338 -1.974  0.40
28 H 6.414 1.415 1.981  0.49
29 O 0.906 -2.815 -1.173  -0.52
30 C -0.206 -2.505 -0.742  0.28
31 N -0.666 -1.262 -0.231  -0.44
32 S -2.266 -1.253 0.216  1.19
33 O -2.965 -0.219 -0.504  -0.54
34 O -2.519 -1.332 1.631  -0.56
35 C -2.546 -2.792 -0.387  0.63
36 C -3.739 -3.405 -0.176  -0.38
37 C -3.672 -4.810 -0.274  -0.61
38 C -2.478 -5.470 -0.585  -0.45
39 C -1.299 -4.754 -0.893  -0.51
40 C -1.389 -3.379 -0.775  0.15
41 H -4.643 -2.788 -0.166  0.53
42 H -4.539 -5.458 -0.064  0.42
43 H -2.517 -6.522 -0.523  0.49
44 H -0.488 -5.238 -1.366  0.57

Calculated values
HOMO level (alpha / beta) = -14.599 / -14.620 eV
expectation value of S² = 6.0601
largest force on an atom = 6.23 eV/A
lowest unoccupied orbital energy (alpha / beta) = -8.60 / -11.86 eV
net charge = +2
Kohn-Sham gap (alpha / beta) = 0.221 / 0.101 Eh
2S+1 = 5